Record 1
The following is a quantum chemistry calculation of one molecule with the formula C20H23N3O3S at a distorted geometry, from OMol25.

Summary:
Energy relative to the best compared isomer or geometry (same formula, charge and spin) (kcal per mole): 135.7
SMILES: CCCCN(C)c1cnc2ccc3ccc(NS(C)(=O)=O)cc3c(=O)c2c1
E_tot (Ha): -1563.9660
Highest occupied orbital energy (eV): -7.5
F_max (eV Å⁻¹): 5.465

XYZ file:
```
50
C20H23N3O3S | OMol25 | wB97M-V/def2-TZVPD
O -1.53822 1.18739 1.83023
O -4.60627 -2.80722 -2.12778
O -4.25717 -4.65580 -0.36688
N 2.72235 -0.60346 1.86524
C -0.96213 0.17356 1.88553
C 1.15702 -1.69379 3.19506
C -0.06030 -2.37602 3.52973
C 3.16281 0.46452 1.15060
C 1.42956 -0.63949 2.23584
C -2.33259 -3.18438 2.99996
C 0.90754 1.34080 0.89851
C -3.48274 -3.30159 2.16426
C -2.89788 -1.18418 1.24043
C 0.47486 0.25654 1.70538
C -1.32363 -2.18852 2.79719
C -1.74522 -1.14815 2.01373
C 2.24314 1.43070 0.59844
C -3.76778 -2.25230 1.22093
N 2.70554 2.53506 -0.14973
N -4.87648 -2.17889 0.36955
C 1.73604 3.66820 -0.53080
C 3.31637 3.21208 -4.53889
C 4.04023 2.54924 -0.85865
C 4.27581 3.35865 -3.27376
C 4.03198 2.15053 -2.36059
C -6.69117 -3.85186 -0.97699
S -4.94456 -3.44122 -0.82085
H 1.97561 -2.14305 3.89586
H -0.03741 -3.03121 4.37861
H 4.21242 0.53281 0.97151
H -2.17128 -3.99645 3.78623
H 0.14258 2.01812 0.46830
H -4.07371 -4.16600 2.04499
H -3.26996 -0.19850 0.74521
H -5.19674 -1.31947 -0.01553
H 1.15600 3.26782 -1.43622
H 1.10895 3.95404 0.32827
H 2.41111 4.45410 -0.74088
H 3.27753 4.08986 -5.15891
H 3.68007 2.34138 -5.11784
H 2.25885 2.99386 -4.26936
H 4.79946 2.02639 -0.36704
H 4.54116 3.50534 -0.66957
H 5.36292 3.33952 -3.55598
H 4.03071 4.28224 -2.76678
H 4.92396 1.54412 -2.49882
H 3.11677 1.52146 -2.64210
H -6.67649 -4.49239 -1.82199
H -7.27221 -2.98768 -1.17204
H -7.01740 -4.35670 -0.08158
```

---

Record 2
The following is a quantum chemistry calculation of one molecule with the formula C25H30N2O6, from OMol25.

Summary:
Energy relative to the best compared isomer or geometry (same formula, charge and spin) (kcal per mole): 49.6
SMILES: CCOc1cccc(N2C(=O)C[C@@H](N(CCc3ccc(OC)c(OC)c3)C(=O)CC)C2=O)c1
E_tot (Ha): -1531.6260
Highest occupied orbital energy (eV): -8.0
F_max (eV Å⁻¹): 0.834

XYZ file:
```
63
C25H30N2O6 | OMol25 | wB97M-V/def2-TZVPD
C 6.45929 2.60771 0.67738
C 5.17859 3.36055 1.00289
O 4.10455 2.64938 0.42056
C 2.84369 3.13437 0.54989
C 1.84281 2.39100 -0.07650
C 0.52747 2.80608 -0.00081
C 0.17829 3.96283 0.68518
C 1.17612 4.69722 1.29475
C 2.50044 4.29403 1.23881
H 3.25137 4.89173 1.73080
H 0.92318 5.60073 1.82901
H -0.85000 4.28192 0.72742
N -0.47519 2.03174 -0.64107
C -0.53479 0.65418 -0.52071
O 0.09530 -0.00616 0.26265
C -1.73092 0.16424 -1.35193
N -1.32025 -0.90346 -2.24915
C -0.05170 -0.81565 -2.70779
O 0.63241 0.14934 -2.39538
C 0.52816 -1.92543 -3.55397
C 1.54625 -2.69465 -2.70897
H 2.28923 -2.00730 -2.31306
H 2.04683 -3.44662 -3.31413
H 1.05885 -3.18898 -1.87156
H 1.04831 -1.45633 -4.39152
H -0.22787 -2.60360 -3.94198
C -2.31083 -1.89726 -2.60299
H -3.29351 -1.42901 -2.50689
H -2.18437 -2.18396 -3.64977
C -2.25874 -3.14694 -1.70726
C -2.56469 -2.80201 -0.27594
C -3.87117 -2.57291 0.12826
C -4.13073 -2.19127 1.42911
C -3.11273 -2.03774 2.36522
C -1.78556 -2.30134 1.97209
C -1.54268 -2.66497 0.65261
H -0.52863 -2.84193 0.33495
O -0.80109 -2.21309 2.91320
C 0.54458 -2.30778 2.49931
H 0.77340 -1.56783 1.72985
H 1.13333 -2.10213 3.39218
H 0.78043 -3.31483 2.13905
O -3.54543 -1.65908 3.60252
C -2.64308 -1.16808 4.56899
H -3.27130 -0.78637 5.37427
H -1.99313 -1.95564 4.95485
H -2.02882 -0.35720 4.17106
H -5.13928 -1.99936 1.75964
H -4.68651 -2.68742 -0.57091
H -2.99587 -3.85931 -2.08371
H -1.27137 -3.60241 -1.78039
C -2.23071 1.41853 -2.06789
C -1.40737 2.56434 -1.50368
O -1.54463 3.73068 -1.75568
H -3.29164 1.61450 -1.91422
H -2.04696 1.36657 -3.14260
H -2.46971 -0.24540 -0.65706
H 2.10367 1.50015 -0.62300
H 5.04351 3.42536 2.09185
H 5.22397 4.37938 0.59314
H 6.58642 2.54359 -0.39964
H 7.31256 3.12336 1.10881
H 6.40823 1.59991 1.07982
```

---

Record 3
The following is a quantum chemistry calculation of a 9-piece molecular cluster, C22H44Br10O3 overall at a distorted geometry, from OMol25.

Summary:
SMILES: c1ccccc1.BrCCBr.BrCCBr.BrCCBr.BrCCBr.BrCCBr.CCO.CCO.CCO
E_tot (Ha): -26830.4775
Highest occupied orbital energy (eV): -9.3
F_max (eV Å⁻¹): 1.632

XYZ file:
```
79
C22H44Br10O3 | OMol25 | wB97M-V/def2-TZVPD
Br -0.07913 -38.31912 19.92875
C -0.19161 -38.66643 17.96997
C 0.07023 -40.19683 17.63324
Br -0.31364 -40.52717 15.71269
H 0.45266 -37.90706 17.52681
H -1.21276 -38.42304 17.67652
H -0.56193 -40.90101 18.17417
H 1.11814 -40.46099 17.77536
Br 8.18778 -35.04620 22.40261
C 7.13228 -36.58830 22.84190
C 6.20710 -36.92742 21.64053
Br 5.65580 -38.87071 21.72208
H 6.54997 -36.38601 23.74084
H 7.85971 -37.38307 23.00716
H 6.78565 -36.82534 20.72239
H 5.22115 -36.46481 21.59590
Br 0.16303 -33.98135 27.13200
C 2.03659 -34.53657 26.84885
C 2.52359 -33.67140 25.67513
Br 4.44750 -34.11986 25.49275
H 2.10435 -35.59037 26.57863
H 2.66773 -34.38445 27.72442
H 2.57338 -32.61671 25.94581
H 1.97400 -33.88966 24.75948
Br -1.23798 -36.57057 23.30403
C 0.52349 -37.00671 24.10466
C 1.68443 -36.84160 23.07628
Br 3.47170 -37.19215 23.90102
H 0.52638 -37.98149 24.59240
H 0.67322 -36.25489 24.87954
H 1.65577 -35.80828 22.73054
H 1.67121 -37.52407 22.22649
Br 2.38428 -42.12566 19.79226
C 2.19113 -42.12811 21.76173
C 1.89871 -40.72087 22.13539
Br 1.91229 -40.73813 24.11712
H 3.11871 -42.51943 22.17955
H 1.35463 -42.75746 22.06550
H 0.92385 -40.43104 21.74327
H 2.64766 -40.05194 21.71147
C 1.38361 -36.77261 29.42810
C 0.05292 -36.66591 28.94679
C -0.38789 -37.51254 27.94421
C 0.50800 -38.39309 27.33139
C 1.80896 -38.41145 27.75362
C 2.28643 -37.63320 28.79821
H 1.75885 -36.25175 30.29660
H -0.61860 -35.90632 29.31891
H -1.42876 -37.42311 27.67040
H 0.15659 -38.99935 26.50959
H 2.48953 -39.05114 27.21139
H 3.29597 -37.72247 29.17137
C -4.41999 -35.29443 25.32268
C -4.13125 -34.39638 24.07459
O -5.10818 -34.56915 23.08800
H -3.86521 -34.85547 26.15191
H -4.01913 -36.30329 25.22469
H -5.48440 -35.29369 25.55750
H -3.20847 -34.63225 23.54455
H -4.09653 -33.32475 24.27078
H -5.76319 -33.88545 23.24643
C 0.01903 -32.70645 22.94411
C 0.27537 -33.20549 21.54675
O 1.62561 -33.53990 21.37762
H 0.18427 -33.45759 23.71650
H -1.02976 -32.44422 23.08322
H 0.57118 -31.80827 23.22072
H -0.02291 -32.50184 20.76958
H -0.35957 -34.08004 21.40491
H 2.21552 -32.80389 21.55623
C 3.72029 -37.50921 18.68786
C 2.96727 -36.20931 18.95698
O 2.97722 -36.00071 20.35229
H 4.69536 -37.50270 19.17500
H 4.00239 -37.69198 17.65098
H 3.17939 -38.33117 19.15679
H 1.97707 -36.26053 18.50425
H 3.59511 -35.45461 18.48333
H 2.57814 -35.18982 20.67599
```

---

Record 4
The following is a quantum chemistry calculation of C4H8F3IO5S as an isolated structure, from OMol25.

Summary:
Energy relative to the best compared isomer or geometry (same formula, charge and spin) (kcal per mole): 0.0
E_tot (Ha): -1528.8419
Highest occupied orbital energy (eV): -9.7
F_max (eV Å⁻¹): 0.392

XYZ file:
```
22
C4H8F3IO5S | OMol25 | wB97M-V/def2-TZVPD
O -1.44325 -0.75036 1.50019
S -2.59920 0.09472 1.37109
O -2.20173 1.52438 2.06895
I -3.59271 2.26936 3.28394
O -2.67191 0.64851 -0.17954
C -1.91685 1.72478 -0.67134
O -0.57304 1.31855 -0.92474
C 0.40082 2.17149 -0.54308
F 0.57805 2.19967 0.77692
F 0.14549 3.44229 -0.92536
F 1.53114 1.79068 -1.10402
H -2.37910 1.98646 -1.62620
H -1.93614 2.57194 0.01670
C 2.63034 -1.89754 -0.56701
C 1.48696 -2.88711 -0.44696
O 0.73622 -2.71592 0.74402
H 3.29574 -1.98203 0.29305
H 3.20848 -2.07605 -1.47547
H 2.25204 -0.87521 -0.60313
H 1.87347 -3.90599 -0.40570
H 0.83295 -2.81795 -1.32455
H 0.34226 -1.83467 0.74224
```

---

Record 5
The following is a quantum chemistry calculation of a 2-piece molecular cluster, C4H12N2 overall at a distorted geometry, from OMol25.

Summary:
Energy relative to the best compared isomer or geometry (same formula, charge and spin) (kcal per mole): 65.3
SMILES: C=NC.CNC
E_tot (Ha): -269.0123
Highest occupied orbital energy (eV): -8.2
F_max (eV Å⁻¹): 4.484

XYZ file:
```
18
C4H12N2 | OMol25 | wB97M-V/def2-TZVPD
C 2.13048 1.79268 -0.68358
N 1.18611 0.78447 -0.32833
C 1.80346 -0.42193 0.16368
H 2.44087 2.49205 0.19773
H 1.80299 2.52198 -1.48425
H 3.08428 1.27969 -0.98840
H 0.43358 1.26767 0.21394
H 2.83431 -0.38062 0.65157
H 1.15059 -0.92974 0.91708
H 2.09888 -1.12469 -0.66062
C -2.10868 -0.35129 1.01621
C -2.58353 -1.69092 -0.81041
N -1.70858 -0.89438 -0.24964
H -1.51093 0.55879 1.26767
H -3.15772 -0.11677 0.84084
H -2.03015 -1.00083 1.92458
H -2.42378 -2.02911 -1.82392
H -3.44217 -1.75705 -0.16415
```

---

no.,gap between HOMO and LUMO (Eh)
1,0.2777
2,0.3157
3,0.3545
4,0.2914
5,0.3382